A 22-piece molecular cluster, C22H88N44O22 overall at a distorted geometry, computed with the ωB97M-V functional and the def2-TZVPD basis.

**LUMO level**: 0.3 eV
**HOMO**: -9.212 eV
**HOMO-LUMO gap**: 9.54 eV
**Relative energy (zero: lowest compared OMol25 entry of this formula, charge and spin)**: 175.3 kJ/mol

Last column: Löwdin charge in e.
Cartesian coordinates (Å):
1 C 5.3949 -2.1595 4.2017  -0.628
2 O 4.8188 -2.7076 5.1489  0.010
3 N 5.0536 -0.8401 3.7852  0.155
4 N 6.4675 -2.5730 3.4633  0.133
5 H 4.3503 -0.2585 4.1787  0.046
6 H 5.4109 -0.5427 2.8967  0.049
7 H 6.7881 -3.4934 3.7815  0.121
8 H 7.1377 -1.8312 3.2325  0.091
9 C 2.8048 3.0479 -6.0630  -0.678
10 O 1.7119 3.5036 -6.4822  -0.048
11 N 2.8759 2.0641 -5.2351  0.206
12 N 3.9258 3.5612 -6.5501  0.165
13 H 2.0953 1.7480 -4.7413  0.082
14 H 3.7286 1.7890 -4.7485  0.088
15 H 4.7788 3.5680 -5.9713  0.126
16 H 3.8568 4.4572 -7.0001  0.109
17 C -4.8661 -1.4833 3.4080  -0.641
18 O -5.1339 -1.9333 2.2642  -0.031
19 N -4.6191 -0.2184 3.7029  0.170
20 N -4.8985 -2.2758 4.5242  0.154
21 H -4.3661 0.3089 2.8744  0.050
22 H -5.0038 0.0986 4.5939  0.131
23 H -4.2287 -2.0549 5.2601  0.106
24 H -5.2143 -3.2363 4.5002  0.106
25 C -1.5101 4.2359 -5.7324  -0.595
26 O -2.6888 4.4656 -5.3185  -0.070
27 N -0.7152 5.0294 -6.5236  0.161
28 N -0.8537 3.0705 -5.3526  0.147
29 H 0.2249 4.6845 -6.6489  0.050
30 H -1.1215 5.8103 -7.0030  0.100
31 H 0.0852 2.8767 -5.8233  0.086
32 H -1.2902 2.3619 -4.8339  0.048
33 C -7.4455 -0.8710 -0.7467  -0.620
34 O -8.2629 -0.3807 -1.4987  0.010
35 N -7.1267 -2.2255 -0.7482  0.162
36 N -6.7143 0.0091 0.1005  0.152
37 H -6.1936 -2.4171 -0.4582  0.041
38 H -7.4156 -2.8663 -1.4535  0.074
39 H -7.0362 0.9402 0.1370  0.071
40 H -6.2019 -0.3611 0.9029  0.061
41 C -4.9605 -2.9572 -3.1613  -0.674
42 O -5.1234 -4.0300 -2.5737  -0.027
43 N -6.0554 -2.3444 -3.7527  0.133
44 N -3.7385 -2.4080 -3.2208  0.190
45 H -6.8476 -2.9684 -3.9349  0.106
46 H -5.9650 -1.3815 -4.2685  0.152
47 H -3.5326 -1.4468 -3.4332  0.074
48 H -3.0008 -2.9244 -2.7830  0.094
49 C 1.3124 3.2784 -0.7317  -0.654
50 O 1.5608 4.3484 -1.3404  -0.038
51 N 1.6273 2.0536 -1.1607  0.199
52 N 0.6722 3.4176 0.4596  0.181
53 H 0.9908 1.2732 -1.1547  0.064
54 H 2.1542 2.1447 -2.0462  0.113
55 H 0.6863 2.5773 1.0271  0.078
56 H 0.1313 4.2622 0.5762  0.103
57 C -3.6161 2.4406 0.7768  -0.614
58 O -3.7208 1.5721 1.6448  -0.044
59 N -4.6118 2.6805 -0.1773  0.172
60 N -2.6433 3.3463 0.8044  0.206
61 H -4.9422 1.8398 -0.6159  0.055
62 H -4.3127 3.2483 -0.9742  0.074
63 H -1.8302 3.1308 1.3517  0.082
64 H -2.4944 4.1183 0.2110  0.028
65 C 3.2355 -2.5557 0.7535  -0.621
66 O 2.5000 -1.8282 -0.0204  -0.071
67 N 4.5976 -2.5478 0.6799  0.161
68 N 2.7089 -3.3722 1.6879  0.182
69 H 5.0472 -1.6849 0.2972  0.107
70 H 5.1352 -3.0450 1.4072  0.086
71 H 3.4114 -3.7068 2.3387  0.104
72 H 1.7825 -3.2518 2.0485  0.035
73 C -1.8276 5.8860 -2.1172  -0.639
74 O -1.8745 5.0522 -1.1926  -0.036
75 N -2.9091 6.1825 -2.8568  0.176
76 N -0.6249 6.3105 -2.5641  0.197
77 H -2.8580 6.5825 -3.7796  0.100
78 H -3.7398 5.6897 -2.6308  0.092
79 H 0.1698 5.9099 -2.0874  0.080
80 H -0.5331 6.9064 -3.3337  0.086
81 C -3.5022 -4.5639 -0.0990  -0.678
82 O -2.3612 -4.1021 -0.2833  -0.040
83 N -4.4029 -3.8833 0.6355  0.183
84 N -3.7783 -5.8192 -0.5754  0.145
85 H -5.3817 -4.1481 0.8352  0.128
86 H -4.0660 -2.9933 0.9883  0.066
87 H -3.3075 -5.8349 -1.4386  0.075
88 H -4.8019 -5.8206 -0.8246  0.117
89 C 0.9215 -4.8463 -2.3534  -0.636
90 O 1.1453 -3.7889 -2.8914  0.027
91 N 1.3435 -5.1228 -1.0507  0.169
92 N 0.4190 -5.9253 -3.0972  0.126
93 H 1.5940 -4.3499 -0.4521  0.062
94 H 0.8823 -5.9394 -0.6341  0.099
95 H 0.4075 -5.7955 -4.1284  0.119
96 H 0.8399 -6.8009 -2.8438  0.078
97 C -3.9933 1.7670 -3.1782  -0.695
98 O -4.2870 0.6026 -2.9030  -0.022
99 N -4.8143 2.6689 -3.7520  0.179
100 N -2.7314 2.1909 -2.9315  0.176
101 H -5.6758 2.3304 -4.1868  0.125
102 H -4.3423 3.4600 -4.1917  0.074
103 H -2.4460 3.1475 -3.0846  0.073
104 H -2.1085 1.6562 -2.2884  0.098
105 C 2.0266 0.2524 6.7765  -0.712
106 O 1.0869 -0.0218 7.4894  0.033
107 N 3.0692 -0.5966 6.5119  0.164
108 N 2.1104 1.4374 6.1090  0.163
109 H 3.6616 -0.5785 5.7125  0.032
110 H 3.0372 -1.4989 6.9882  0.118
111 H 1.2729 1.9643 5.7908  0.102
112 H 2.9063 1.7592 5.6700  0.042
113 C 3.4695 -0.5870 -2.9620  -0.608
114 O 3.8959 0.4892 -3.3951  -0.040
115 N 4.3310 -1.5389 -2.5135  0.170
116 N 2.0919 -0.8736 -2.9692  0.186
117 H 3.9264 -2.3410 -2.0369  0.085
118 H 5.3205 -1.3474 -2.4936  0.106
119 H 1.8642 -1.8353 -2.7533  0.043
120 H 1.5022 -0.2085 -3.3922  0.070
121 C -1.2176 -0.8222 -1.0695  -0.581
122 O -0.6945 0.1013 -1.7038  -0.033
123 N -0.5776 -1.9685 -0.6916  0.195
124 N -2.5892 -0.6795 -0.6155  0.168
125 H 0.3842 -2.0434 -1.0005  0.051
126 H -1.0673 -2.8302 -0.4659  0.046
127 H -3.0735 -0.1968 -1.3901  0.050
128 H -2.9523 -1.5242 -0.2155  0.050
129 C 7.3109 0.2203 0.4789  -0.615
130 O 7.1826 -0.5623 1.4289  -0.024
131 N 8.3729 0.0518 -0.3898  0.140
132 N 6.3171 1.0705 0.0264  0.179
133 H 9.1952 -0.4354 -0.0778  0.096
134 H 8.6718 0.8091 -0.9852  0.094
135 H 5.5773 1.2035 0.6842  0.035
136 H 6.3974 1.8523 -0.6095  0.091
137 C -1.1257 1.6427 3.7176  -0.642
138 O 0.0843 1.9502 3.8285  -0.051
139 N -1.4224 0.4666 3.1102  0.187
140 N -2.2009 2.3549 4.1540  0.184
141 H -0.6367 -0.0336 2.8565  0.040
142 H -2.2786 0.3682 2.5312  0.082
143 H -3.1481 2.2947 3.8567  0.079
144 H -1.8522 3.2154 4.5553  0.111
145 C -2.2108 -5.8724 2.9735  -0.620
146 O -2.3445 -5.2357 4.0495  -0.047
147 N -3.1314 -6.8470 2.5986  0.146
148 N -1.1722 -5.6235 2.1235  0.172
149 H -3.8655 -6.9239 3.3176  0.118
150 H -3.1253 -7.1426 1.6385  0.069
151 H -0.5675 -4.7912 2.2670  0.090
152 H -1.2887 -6.1592 1.2877  0.075
153 C 5.5635 5.4547 -0.7055  -0.715
154 O 5.9042 6.5523 -1.0960  0.025
155 N 6.5010 4.5636 -0.1909  0.119
156 N 4.3206 4.9805 -0.7660  0.176
157 H 7.3154 5.1042 0.0680  0.092
158 H 6.0149 4.1405 0.6269  0.091
159 H 4.0627 4.0459 -0.5329  0.058
160 H 3.5445 5.5583 -1.0815  0.103
161 C 3.2340 1.8675 1.8464  -0.651
162 O 4.0647 2.2123 0.9759  -0.036
163 N 2.4940 0.7608 1.7079  0.204
164 N 3.1403 2.4656 3.0710  0.173
165 H 2.4258 0.3251 0.8043  0.077
166 H 1.7033 0.5066 2.2597  0.073
167 H 2.2025 2.2603 3.4423  0.058
168 H 3.3793 3.4330 3.1473  0.107
169 C 0.1598 -2.6020 4.0313  -0.602
170 O 0.3033 -3.1074 2.9280  -0.015
171 N -0.6114 -3.1301 5.0158  0.213
172 N 0.8696 -1.4446 4.3456  0.173
173 H -1.1707 -3.9354 4.7576  0.061
174 H -0.6790 -2.6857 5.8723  0.080
175 H 0.8195 -1.0975 5.2991  0.068
176 H 1.7973 -1.4021 3.9243  0.091